# 1
15
Properties=species:S:1:pos:R:3:forces:R:3 method="wB97M-V/def2-TZVPD" total_energy_ev=-7831.45691 de_lowest_ev=4.231 spin_multiplicity=1 total_charge=+1 homo_energy_ev=-14.59 smiles="CC1=CC[N+]#CC1"
H -1.890983 -1.740346 -0.594318 0.1 1.6 0.7
H -0.427736 -0.072778 -2.026334 -0.4 0.1 1.2
H 1.544088 0.963463 -1.784256 0.9 -0.7 2.0
H 2.568318 -0.063869 -0.535476 -1.0 0.1 -0.4
H -2.878599 -0.350140 -0.820767 1.0 0.7 0.4
C 1.717412 0.652963 -0.672530 2.7 2.1 -1.6
H 1.005792 -0.781695 1.665671 1.2 -1.3 0.4
C -0.571896 -0.056949 -0.917804 -1.8 -0.4 -0.1
C -1.899996 -0.602049 -0.349080 -0.9 -2.6 -3.2
H 2.122292 1.535216 -0.113611 -0.4 -0.3 -0.7
N -2.012873 -0.493939 1.118078 1.8 0.2 0.6
H 0.770839 0.918143 2.171208 -0.5 -0.5 -1.1
C -0.924644 -0.276880 1.514729 -1.2 0.4 0.7
C 0.438742 0.080505 1.497725 -0.8 1.4 -0.7
C 0.439243 0.288355 -0.153236 -0.6 -0.9 1.7

# 2
15
Properties=species:S:1:pos:R:3:forces:R:3 method="wB97M-V/def2-TZVPD" total_energy_ev=-7828.64422 de_lowest_ev=7.044 spin_multiplicity=1 total_charge=+1 homo_energy_ev="-11.71 / -11.71"
H -2.254397 -2.200318 -1.258752 -0.1 -0.3 -0.1
C -0.874177 0.155069 0.240886 -0.1 -0.4 -0.3
N 1.416849 0.667185 1.186053 0.2 0.0 0.1
H 1.085528 1.140315 2.037690 0.1 -0.2 -0.2
C -1.737987 -1.389386 -0.786387 0.3 0.0 -0.6
H 2.347390 1.029469 0.939704 -0.2 -0.1 0.2
H -2.698781 -0.551316 1.327211 -0.2 -0.1 0.2
H 0.357183 1.944214 -0.135819 0.2 0.0 0.1
H 1.491995 -0.339964 1.385436 0.0 0.3 0.0
C -1.983515 -0.532799 0.525945 0.1 0.4 0.3
C 0.707197 -0.006610 -1.214979 0.2 -0.2 -0.5
H 0.773566 0.566238 -2.137272 0.2 0.1 0.0
C -0.632473 -0.676034 -1.009781 -0.5 0.1 0.7
H 1.563052 -0.678292 -1.154636 0.2 0.0 0.0
C 0.438568 0.872229 0.054700 -0.4 0.4 0.0

# 3
15
Properties=species:S:1:pos:R:3:forces:R:3 method="wB97M-V/def2-TZVPD" total_energy_ev=-7826.56424 de_lowest_ev=9.124 spin_multiplicity=1 total_charge=+1 homo_energy_ev="-12.67 / -12.67"
C 2.651895 0.321646 -0.126023 2.1 -0.5 0.9
H -3.024683 -1.169223 -0.817215 0.6 -0.1 -0.8
C -2.266177 0.698512 0.202193 1.0 2.7 -2.0
H -3.927249 -0.496545 0.482048 2.4 -0.5 -1.2
N -2.966591 -0.530328 -0.049162 -3.1 0.2 2.1
H 3.250006 -1.106204 1.301108 1.0 1.2 -0.4
H 2.896629 1.156805 -0.757101 0.0 0.3 -0.1
C -1.725370 -0.368068 0.917076 0.5 -1.6 1.2
H -1.570018 1.187762 -0.500881 -0.2 -0.8 -0.3
C 3.594154 -0.182453 0.747115 -2.4 -0.3 -0.7
H -2.837627 1.527788 0.558806 -0.6 0.2 0.9
C 1.460404 -0.383158 -0.385249 -0.3 -0.1 0.5
H 4.577140 0.284911 0.868975 -0.5 -0.4 0.1
H 0.010068 -2.019569 -0.607165 -0.2 0.3 -0.2
C 0.450798 -1.048015 -0.497199 -0.2 -0.6 0.2

# 4
15
Properties=species:S:1:pos:R:3:forces:R:3 method="wB97M-V/def2-TZVPD" total_energy_ev=-7832.45452 de_lowest_ev=3.234 spin_multiplicity=1 total_charge=+1 homo_energy_ev=-13.70 smiles="C=C1C=[NH+]C(=C)C1"
H -1.367528 2.545113 0.286836 0.0 1.5 -0.1
C 1.006224 -0.691113 -0.107615 1.9 -0.1 -1.2
H -0.226783 -2.440132 0.605987 0.7 -0.5 -0.3
C -1.004220 0.636167 0.140796 -1.2 -0.6 0.0
H 1.164450 1.456846 0.024335 -0.2 0.5 0.6
C -1.250959 -0.802910 0.271089 0.6 0.7 1.2
C 2.338180 -0.944937 -0.387620 -5.1 0.1 2.2
H 2.856270 -0.052948 -0.344350 1.4 1.5 -0.7
H -2.947424 1.701425 0.076531 -1.1 -0.6 0.4
H -2.035898 -1.336609 0.756658 -1.3 0.2 -0.3
C -1.904870 1.642610 0.215974 2.4 -1.1 -0.2
C 0.455254 0.713782 -0.292355 -1.0 -0.9 -0.4
H 2.828285 -1.819591 -0.127841 0.8 -1.8 -0.2
N -0.168500 -1.510206 0.226754 1.3 1.1 -0.7
H 0.257519 0.902504 -1.345180 0.7 -0.1 -0.5

# 5
15
Properties=species:S:1:pos:R:3:forces:R:3 method="wB97M-V/def2-TZVPD" total_energy_ev=-7829.71255 de_lowest_ev=5.976 spin_multiplicity=1 total_charge=+1 homo_energy_ev=-13.63
H -1.016077 -2.278871 1.641159 0.2 0.6 -2.9
H 0.314037 2.562564 -0.381452 -1.1 1.7 0.3
H 1.680046 1.493574 2.079778 -0.4 -0.8 -1.8
H -1.017671 -0.016851 1.233410 -0.7 -0.6 -1.3
H -0.867301 -0.679776 -1.907374 -0.5 -0.3 -0.3
C -0.681820 -0.653716 0.363384 1.3 1.4 1.8
C 0.759207 0.423166 -0.984810 0.1 0.9 -0.2
H -0.658152 -2.618066 -0.105044 -0.1 -0.1 0.6
C 0.883337 1.738271 -0.108489 2.6 -4.5 0.4
H -1.476774 0.818858 -0.962947 1.1 -0.9 -1.0
H 1.391767 0.102709 -1.821982 0.3 0.8 0.6
C 0.882435 -0.051078 0.417893 0.0 1.6 -0.1
C -0.691893 0.003480 -1.100797 -1.4 0.4 2.2
C 1.440076 1.110205 1.029587 -0.6 1.5 -0.1
N -0.941218 -1.954467 0.607684 -0.8 -1.7 1.7

# 6
16
Properties=species:S:1:pos:R:3:forces:R:3 method="wB97M-V/def2-TZVPD" total_energy_ev=-9327.98124 de_lowest_ev=3.726 spin_multiplicity=1 homo_energy_ev=-8.92 smiles="C1=C[C@@H]2CN2C=NC1"
C -1.438833 -0.665230 -0.768937 1.0 1.5 -0.1
C 2.048258 0.424317 -0.387332 1.4 -0.4 -1.2
H -2.613884 -0.541709 1.115757 2.3 -0.5 -1.0
C -0.463780 -0.053287 -1.506049 -1.5 -0.7 -1.2
N 1.097019 -0.245003 0.404768 -0.7 0.8 1.3
H -1.195859 -1.786140 1.032514 -0.6 1.8 -0.1
C 0.650751 0.592657 -0.701117 -2.2 -0.4 -1.6
H -2.345206 -1.134236 -1.187684 0.7 0.4 -0.1
H 2.506302 1.359480 -0.164275 0.6 0.4 0.7
H -0.644228 0.070162 -2.662308 0.8 -0.3 2.4
C 0.494598 0.266680 1.568235 1.3 0.3 -0.8
C -1.483843 -0.681473 0.768715 -1.9 -2.0 0.5
H 2.602739 -0.257289 -0.950273 1.3 -0.8 -0.8
N -0.730980 0.184212 1.652713 -2.2 -0.3 1.3
H 1.054096 0.824601 2.302434 0.4 0.1 0.2
H 0.462851 1.642260 -0.517161 -0.8 0.1 0.6

# 7
16
Properties=species:S:1:pos:R:3:forces:R:3 method="wB97M-V/def2-TZVPD" total_energy_ev=-9330.30878 de_lowest_ev=1.399 spin_multiplicity=1 homo_energy_ev=-7.91
H -3.682760 -1.444980 -0.286550 1.1 2.1 1.0
H -1.047404 -1.887405 0.290025 0.7 -0.5 0.2
C -0.310235 1.294983 -0.047888 -1.0 0.4 0.1
N -0.953660 -0.949591 -0.026582 -2.6 3.1 -0.3
H 2.672673 1.031840 -0.264099 0.1 2.4 -0.5
C -1.696207 1.284560 0.019600 2.7 -0.4 0.9
C 2.734382 0.039496 -0.005799 1.0 -2.9 -0.1
C 0.182784 -0.058157 -0.036104 0.1 -3.2 0.6
C -2.180997 -0.134139 0.068341 1.9 -0.4 -1.3
H -2.348221 2.121467 0.203504 -0.1 0.0 -0.4
H 3.317723 -0.114162 0.908131 -0.3 0.3 0.2
N -3.412825 -0.425689 -0.030131 -0.6 -1.9 -0.5
C 1.411030 -0.620771 0.036102 -0.7 1.2 -0.3
H 1.455677 -1.683819 0.010010 -0.2 -0.8 0.2
H 3.355893 -0.515867 -0.758110 -0.5 0.7 0.3
H 0.502151 2.062237 -0.080455 -1.5 -0.2 0.0

# 8
16
Properties=species:S:1:pos:R:3:forces:R:3 method="wB97M-V/def2-TZVPD" total_energy_ev=-9328.67956 de_lowest_ev=3.028 spin_multiplicity=1 homo_energy_ev=-9.47 smiles=Cc1ccnnc1C
C 1.619504 -1.540330 -0.084003 1.2 3.2 -0.3
H 2.067390 -1.016264 -1.006836 -0.7 -1.8 0.6
C -0.583788 1.384880 -0.220591 -5.1 3.9 0.7
C 0.460880 0.656761 -0.110198 4.3 -0.9 2.4
C 1.859396 1.379903 0.178524 -0.1 -1.9 -0.9
C -1.915374 0.680566 0.031362 2.6 1.4 -1.2
H 1.596624 -2.594394 -0.044806 -0.6 -1.1 -0.7
N -0.845060 -1.438135 -0.014949 -0.2 3.1 1.2
H -2.847283 1.246950 0.073144 0.3 -0.2 0.2
H 2.227345 1.181855 1.315082 -1.1 1.0 -2.7
N -1.967583 -0.599193 0.141882 -0.5 -1.3 -0.5
H -0.360372 2.548011 -0.223393 -1.4 -2.4 -0.2
H 2.506845 -1.290960 0.586717 -1.7 0.1 0.1
H 1.646830 2.458912 -0.199121 1.1 -1.8 1.2
C 0.262610 -0.740346 0.055411 3.0 -3.0 -1.1
H 2.631752 0.798581 -0.492350 -1.1 1.8 1.2